{"formula": "CH2N2OS", "method": "the ωB97M-V functional and the def2-TZVPD basis", "symbols": ["O", "N", "S", "H", "C", "N", "H"], "xyz": [[-1.8753, -1.4142, 1.1991], [-1.3729, -0.5604, 0.4687], [-2.1496, 0.7728, -0.1186], [-0.3325, -0.6072, 0.1667], [1.9623, 0.6223, -0.5490], [1.2856, -0.3189, -0.4612], [2.4823, 1.5056, -0.7057]], "mulliken_charge": [-0.4180, 0.3070, -0.1810, 0.3826, 0.0642, -0.4638, 0.3090], "de_lowest_kj_mol": 141.9, "e_lumo_ev": -0.67, "homo_lumo_gap_ev": 8.5, "homo_ev": -9.20, "fmax_ev_per_a": 3.9, "smiles": "[O-][NH+]=S.C#N"}